No. 1
Density functional theory data (ωB97M-V/def2-TZVPD) for C42H78NO11S2 as an isolated structure.

Charge   -1
E   -90500.5111 eV
Multiplicity   1
Gap between HOMO and LUMO   7.90 eV

Positions of all 134 atoms, in Å:
C  -6.563315  -1.563903  -1.270104
C  -5.080432  -1.068857  -1.306636
C  -4.063076  -2.149114  -0.861074
C  -3.429433  -1.838320  0.523577
C  -1.875748  -1.980634  0.555962
C  -1.326167  -1.006450  1.604817
S  0.371583  -0.522464  1.262059
O  1.089778  -1.630659  0.670932
O  0.270586  0.549085  0.287581
N  0.940519  -0.060739  2.683016
S  2.224627  0.907363  2.588658
O  3.107484  0.458098  1.524801
O  1.956234  2.318731  2.449785
C  3.139109  0.540804  4.079151
C  2.529756  1.026525  5.388506
C  1.577582  2.013368  5.480604
C  1.072996  2.375840  6.713124
C  1.504488  1.774272  7.855833
C  2.461737  0.778503  7.796283
C  2.955245  0.404897  6.570511
C  3.978217  -0.741229  6.574107
H  -6.639810  -2.576987  -0.867107
H  -7.020222  -1.555320  -2.264599
H  -7.143214  -0.866677  -0.657114
H  -5.013042  -0.159978  -0.705026
H  -4.871107  -0.809067  -2.345861
H  -3.256030  -2.180732  -1.598729
H  -4.564504  -3.118810  -0.811921
H  -3.874384  -2.466124  1.303719
H  -3.671433  -0.802167  0.784918
H  -1.689790  -3.000453  0.902626
H  -1.455073  -1.841448  -0.440966
H  -1.910504  -0.094703  1.722844
H  -1.285712  -1.521619  2.571551
H  4.183443  0.839909  3.960639
H  3.160747  -0.550952  4.154130
H  1.202041  2.496566  4.584883
H  0.318016  3.153634  6.784802
H  1.089240  2.056627  8.820061
H  2.826585  0.291803  8.694694
H  3.385043  -1.665977  6.583915
H  4.609223  -0.752619  5.687389
H  4.572563  -0.752737  7.488964
C  7.567757  3.079112  3.776352
C  7.962513  3.960866  4.955199
C  7.140368  3.345058  6.079090
O  7.013499  1.955869  5.773351
C  7.441107  1.713957  4.437892
H  8.285038  3.084422  2.956498
H  6.599933  3.400612  3.384812
H  9.030965  3.856356  5.162991
H  7.748354  5.018347  4.804840
H  6.136459  3.781097  6.115988
H  7.603770  3.458929  7.060608
H  8.409202  1.198470  4.450098
H  6.714859  1.062701  3.949069
C  2.841694  -1.391376  -2.221570
C  2.497300  -0.578086  -3.460575
C  1.956658  -1.649656  -4.399679
O  1.349648  -2.650101  -3.577956
C  1.723188  -2.414172  -2.202162
H  2.889823  -0.804507  -1.304165
H  3.807208  -1.889298  -2.362603
H  1.712397  0.144957  -3.222907
H  3.344897  -0.035395  -3.879948
H  2.765577  -2.121010  -4.972655
H  1.217666  -1.259521  -5.101643
H  0.853166  -2.028665  -1.671366
H  2.022572  -3.356764  -1.741191
C  -4.394624  -8.164027  -1.181121
C  -5.390046  -7.636846  -2.206196
C  -5.644981  -6.226704  -1.693928
O  -4.441296  -5.800983  -1.052511
C  -3.567758  -6.921245  -0.885461
H  -3.793088  -8.998576  -1.539615
H  -4.923329  -8.486556  -0.280449
H  -4.922027  -7.598518  -3.193011
H  -6.299790  -8.231469  -2.284312
H  -6.450664  -6.212799  -0.951159
H  -5.897882  -5.527141  -2.492225
H  -2.740368  -6.816486  -1.595066
H  -3.159236  -6.915891  0.125520
C  -2.830505  -1.538348  -6.242655
C  -1.517796  -0.994774  -5.691915
C  -1.999378  -0.121043  -4.543858
O  -3.203198  -0.721440  -4.054602
C  -3.645679  -1.723238  -4.971362
H  -2.720828  -2.459691  -6.814092
H  -3.302768  -0.791252  -6.886641
H  -0.908346  -1.815446  -5.306850
H  -0.926562  -0.445366  -6.424382
H  -2.241401  0.891898  -4.885227
H  -1.271941  -0.049289  -3.733821
H  -3.459587  -2.704331  -4.519678
H  -4.719494  -1.616156  -5.137818
C  -1.349954  3.034525  -2.613149
C  -0.529486  3.306236  -1.362967
C  0.039079  4.683905  -1.653672
O  -0.925596  5.363118  -2.479180
C  -1.898634  4.416905  -2.936265
H  -2.130800  2.288169  -2.469238
H  -0.693400  2.691749  -3.418549
H  -1.185518  3.348445  -0.491090
H  0.236923  2.558092  -1.171750
H  0.976032  4.616893  -2.216984
H  0.219662  5.264776  -0.748997
H  -2.834941  4.606225  -2.397163
H  -2.077398  4.563835  -4.004242
C  -3.463476  8.588877  -4.136158
C  -3.243495  8.447230  -2.636350
C  -4.668047  8.504972  -2.105859
O  -5.506469  7.949112  -3.124609
C  -4.755392  7.810538  -4.334363
H  -2.640397  8.206953  -4.738728
H  -3.615950  9.640888  -4.393522
H  -2.799188  7.473249  -2.417665
H  -2.600659  9.216895  -2.211161
H  -4.986104  9.539342  -1.930306
H  -4.797352  7.941392  -1.181157
H  -4.555571  6.744943  -4.490821
H  -5.347186  8.179485  -5.173868
C  4.465406  -3.726776  0.746395
C  3.955433  -5.128954  1.054238
C  4.041693  -5.166358  2.574683
O  3.831091  -3.832939  3.030278
C  3.897339  -2.928456  1.907214
H  4.147920  -3.344218  -0.222668
H  5.559575  -3.714732  0.777408
H  2.914496  -5.223358  0.735174
H  4.531776  -5.922622  0.576972
H  5.036773  -5.490020  2.907204
H  3.295010  -5.825389  3.023389
H  2.887195  -2.579863  1.688231
H  4.512715  -2.066836  2.168057

Atoms 1-6, force components in eV/Å:
0.3356 0.5744 0.1123
-0.7488 -0.8581 -0.5299
0.0214 0.6713 0.5754
0.3044 0.1624 -0.5054
-1.1889 0.0426 0.6263
0.8598 -0.8432 0.6971


No. 2
Density functional theory data (ωB97M-V/def2-TZVPD) for a 10-piece molecular cluster, C28H82N14O10 overall.

Charge   -1
E   -71698.7923 eV
Multiplicity   2
Gap between HOMO and LUMO (alpha / beta)   2.03 / 8.34 eV
Energy above the lowest of the compared OMol25 structures with the same formula, charge and spin   0.00 kJ/mol

Positions of all 134 atoms, in Å:
C  0.963911  -1.249690  4.590970
O  0.273551  -0.253320  4.541500
N  1.699081  -1.561580  5.631840
N  0.909481  -2.235880  3.720670
H  1.883211  -0.931290  6.399250
H  2.076411  -2.498390  5.621920
H  1.474981  -3.070090  3.654200
H  0.344851  -2.174500  2.885490
C  -0.089279  -5.410830  -1.959430
O  -0.481589  -5.345190  -0.789460
N  -0.912049  -5.307620  -2.947130
N  1.219271  -5.365980  -2.242390
H  -0.531939  -5.169110  -3.872570
H  -1.874879  -5.142960  -2.690360
H  1.336621  -5.268910  -3.240840
H  1.894421  -5.190700  -1.511950
C  -3.387299  -3.219450  -1.956780
O  -3.847959  -3.427050  -3.061580
N  -3.592699  -3.839620  -0.885070
N  -2.610399  -2.173580  -1.677470
H  -4.192449  -4.651750  -0.914070
H  -3.047829  -3.600870  -0.068850
H  -2.251779  -2.066840  -0.739340
H  -2.454159  -1.437720  -2.351410
C  -1.669269  -3.432610  1.844710
O  -1.959349  -2.561970  1.050710
N  -2.021369  -3.195720  3.096690
N  -1.165879  -4.607710  1.716590
H  -2.617149  -2.399550  3.273490
H  -1.694119  -3.845910  3.796870
H  -1.000999  -5.202890  2.515750
H  -0.820529  -4.911100  0.817260
C  -2.145619  7.495650  -1.744860
C  -1.776069  6.023380  -2.058010
C  -0.245379  5.797850  -2.279650
O  0.088101  6.663880  -3.345820
C  1.543811  6.755630  -3.375480
N  -2.391059  5.066140  -1.170530
H  -1.848099  8.143280  -2.569580
H  -1.486109  7.886040  -0.969790
H  -3.154579  7.560820  -1.337610
H  -2.311799  5.841360  -2.989660
H  -0.025299  4.763680  -2.544550
H  0.336941  5.899390  -1.363850
H  1.944841  6.879700  -2.369550
H  1.918501  7.508750  -4.068670
H  2.024751  5.860490  -3.769840
H  -2.216809  4.112230  -1.452990
H  -3.398239  5.118300  -1.225010
C  -6.200889  -1.101870  2.922480
C  -5.128849  -0.658120  1.912000
C  -5.820409  -0.422730  0.504780
O  -6.561509  -1.580190  0.066620
C  -7.084459  -1.549320  -1.241950
N  -4.488549  0.538830  2.522690
H  -6.834259  -0.261300  3.205960
H  -5.819449  -1.543440  3.843140
H  -6.864009  -1.775490  2.379690
H  -4.363969  -1.432360  1.972020
H  -4.971919  -0.247350  -0.156600
H  -6.507809  0.422980  0.523640
H  -7.806139  -0.740230  -1.354420
H  -7.597729  -2.472080  -1.512430
H  -6.238549  -1.357200  -1.901980
H  -3.716879  0.739480  1.902710
H  -3.891109  0.183770  3.255560
C  5.282481  -5.718030  1.017910
C  4.163431  -4.892730  1.682610
C  3.096311  -4.374710  0.731810
O  3.496321  -3.356380  -0.150570
C  4.047711  -2.198920  0.617020
N  3.647281  -5.739760  2.712260
H  6.087041  -5.998750  1.697590
H  5.592981  -5.034320  0.227820
H  4.790861  -6.583330  0.573330
H  4.655231  -4.149770  2.310490
H  2.282341  -3.943660  1.314690
H  2.622561  -5.153240  0.133870
H  3.923411  -1.296500  0.018460
H  5.082241  -2.344760  0.927800
H  3.427701  -1.982520  1.486990
H  4.239721  -5.655400  3.525890
H  2.716171  -5.454960  2.980620
C  1.528171  -1.670800  -4.162780
C  3.019681  -1.477160  -3.923460
C  3.716171  -2.900850  -3.704620
O  5.084831  -2.700280  -3.642460
C  5.809061  -3.916800  -3.306320
N  3.485401  -0.735320  -5.055320
H  0.999051  -0.773220  -3.842660
H  1.048691  -2.512830  -3.663600
H  1.449241  -1.698580  -5.249570
H  3.165871  -0.825680  -3.061890
H  3.523381  -3.406000  -4.651060
H  3.289771  -3.548540  -2.938610
H  5.683901  -4.224200  -2.268080
H  6.859111  -3.625900  -3.276730
H  5.677761  -4.768100  -3.974270
H  4.494141  -0.685190  -5.050110
H  3.409601  -1.334400  -5.864930
C  -0.721289  2.451400  1.127280
C  -0.555309  0.997030  0.734350
C  0.931731  0.481990  1.070940
O  1.109131  -1.020880  0.852790
C  0.842931  -1.562100  -0.439590
N  -1.606769  0.180720  1.568460
H  -0.122049  3.097800  0.486040
H  -0.550019  2.623240  2.189940
H  -1.745699  2.779800  0.951690
H  -0.792209  1.030350  -0.329070
H  1.285831  0.780690  2.057600
H  1.526801  0.983340  0.307630
H  -0.114569  -1.291980  -0.884930
H  0.801031  -2.651200  -0.453580
H  1.666411  -1.278370  -1.094950
H  -1.748479  -0.783340  1.302740
H  -1.186539  0.136980  2.485840
C  0.770341  6.171110  3.712670
C  0.026761  6.962250  2.529500
C  0.934961  7.490790  1.431800
O  0.408321  8.610320  0.682860
C  1.385521  9.181910  -0.139970
N  -1.010979  6.101860  1.951230
H  1.275231  5.366270  3.178430
H  0.057151  5.710170  4.396040
H  1.590241  6.595290  4.292280
H  -0.448319  7.740000  3.127420
H  1.183631  6.605140  0.847100
H  1.884861  7.725660  1.912040
H  1.879871  10.041110  0.313340
H  0.839491  9.792900  -0.858750
H  1.945451  8.412320  -0.671310
H  -0.629639  5.237510  1.594050
H  -1.325689  6.611890  1.138250

Atoms 1-6, force components in eV/Å:
-1.2759 0.0526 0.3448
-0.7681 1.8929 -0.6684
2.2103 -0.6324 2.4225
-0.6717 -1.7680 -3.2933
-0.2242 -0.1842 -0.4015
0.3331 0.1099 0.4942


No. 3
Density functional theory data (ωB97M-V/def2-TZVPD) for C41H45N7O4S3TeTl as an isolated structure.

Charge   -1
E   -106355.8086 eV
Multiplicity   1
Gap between HOMO and LUMO   2.98 eV
Energy above the lowest of the compared OMol25 structures with the same formula, charge and spin   132.23 kJ/mol

Positions of all 102 atoms, in Å:
Tl  1.247870  -1.556442  1.540418
C  -1.987980  -3.547861  2.433829
C  -1.399987  -2.868618  3.682659
N  0.054523  -2.821662  3.670800
C  0.733701  -4.024126  4.101043
C  0.764342  -5.183316  3.103510
S  1.269822  -4.775328  1.392216
C  -0.258704  -5.160271  0.455539
C  -1.188806  -3.980871  0.143382
N  -1.309000  -3.065058  1.247485
H  -3.068482  -3.350334  2.399587
H  -1.859407  -4.628728  2.508479
H  -1.781478  -3.384543  4.578567
H  -1.751503  -1.835582  3.699797
H  0.355832  -2.074682  4.316069
H  0.288572  -4.430593  5.025638
H  1.761394  -3.732741  4.328692
H  -0.202421  -5.678445  3.030906
H  1.493291  -5.914203  3.454821
H  -0.772315  -5.940166  1.017355
H  0.089188  -5.596862  -0.481589
H  -2.156293  -4.406881  -0.180816
H  -0.779622  -3.420321  -0.694028
H  -1.744005  -2.192240  0.965707
N  3.945483  -2.418077  0.203017
N  4.977653  -2.514447  1.159136
C  4.822744  -1.674014  2.301937
N  6.020123  -1.244321  2.886456
N  3.642872  -1.304679  2.655863
N  3.445642  -0.454649  3.673877
O  4.348463  -0.296340  4.617312
O  2.109283  -0.428180  4.067174
H  3.896577  -3.275897  -0.327378
H  4.062603  -1.611221  -0.403214
H  5.904241  -2.375084  0.766088
H  6.643445  -1.999632  3.140039
H  5.735607  -0.711481  3.720318
C  3.251184  2.470608  -7.249056
C  2.755313  2.158693  -5.862913
C  3.377916  1.196072  -5.078142
C  2.921869  0.926613  -3.795552
C  1.829256  1.612709  -3.295991
C  1.198290  2.579926  -4.062878
C  1.659895  2.846867  -5.337751
S  1.232749  1.294925  -1.608301
O  0.773221  2.617176  -1.136328
C  -0.191113  0.324142  -2.174391
C  0.153112  -0.838106  -2.884756
C  -0.811119  -1.644314  -3.413948
C  -2.177959  -1.362225  -3.192746
C  -3.193799  -2.225669  -3.649172
C  -4.511161  -1.977932  -3.360603
C  -4.862141  -0.848862  -2.608321
C  -3.898134  0.024071  -2.173641
C  -2.533263  -0.196662  -2.461592
C  -1.511834  0.676812  -1.966395
C  -1.923300  1.909968  -1.246913
C  -2.515253  2.969219  -1.994508
C  -2.577703  2.929446  -3.407233
C  -3.121381  3.966852  -4.116624
C  -3.634793  5.089945  -3.447279
C  -3.569984  5.166108  -2.082820
C  -2.996783  4.122261  -1.321635
C  -2.887970  4.198655  0.080138
C  -2.299659  3.191274  0.790053
C  -1.819293  2.050504  0.134360
S  -1.122360  0.659266  1.077779
O  -2.311326  -0.147517  1.488083
C  -0.596366  1.580997  2.516323
C  0.500106  2.426344  2.397110
C  0.980000  3.060104  3.526258
C  0.391358  2.848195  4.770561
C  0.977563  3.490662  5.994538
C  -0.706903  2.002384  4.860857
C  -1.207246  1.369528  3.734428
H  4.110980  1.853108  -7.503951
H  3.543277  3.519343  -7.322189
H  2.465211  2.292754  -7.984894
H  4.237033  0.661036  -5.464598
H  3.420899  0.189187  -3.179621
H  0.359806  3.121675  -3.639862
H  1.174808  3.605851  -5.940629
H  1.199882  -1.071546  -3.035691
H  -0.538125  -2.517893  -3.993307
H  -2.918158  -3.103501  -4.221715
H  -5.277936  -2.660145  -3.704702
H  -5.899828  -0.665508  -2.361180
H  -4.181235  0.886671  -1.587156
H  -2.185787  2.063806  -3.926036
H  -3.154477  3.923595  -5.197919
H  -4.072398  5.902028  -4.014140
H  -3.956285  6.034933  -1.563163
H  -3.269930  5.074963  0.589666
H  -2.232827  3.249452  1.868621
H  0.953601  2.589697  1.428322
H  1.839061  3.715635  3.448405
H  1.998502  3.133077  6.137579
H  0.400898  3.237651  6.882593
H  1.007422  4.578202  5.887736
H  -1.170255  1.836944  5.823027
H  -2.061089  0.706586  3.789510
Te  1.832690  -0.798744  6.143603

Atoms 1-6, force components in eV/Å:
0.5492 0.0131 0.4672
0.2435 0.0787 0.2660
0.0204 -0.0982 -0.2351
-0.0267 0.2262 0.1245
0.1858 -0.1092 -0.0678
0.0616 0.1233 -0.1726